Computed, not measured: a molecular structure, C36H32CeF5OP2Te in a non-equilibrium geometry, with the ωB97M-V functional and the def2-TZVPD basis.

XYZ file:
```
78
Properties=species:S:1:pos:R:3:forces:R:3
Ce -2.438 1.571 0.873 -1.794 1.699 0.179
Te -5.563 3.656 0.860 -3.324 -0.249 0.802
P 0.646 1.465 -0.902 2.997 0.574 -1.642
P -0.969 -1.111 0.810 -0.277 -1.552 0.547
F -5.956 3.194 2.657 0.226 0.519 -1.234
F -7.148 4.809 1.004 1.510 -0.953 -0.091
F -2.432 2.625 -0.930 0.052 -0.710 1.283
F -6.760 2.527 -0.100 1.199 0.802 0.746
F -1.486 2.916 2.168 -1.203 -1.293 -0.712
O -4.460 1.994 1.051 2.509 -0.441 -0.328
C 2.651 5.075 -0.521 -0.196 -0.302 0.166
C -4.715 -1.988 3.395 -0.003 0.123 -0.077
C -1.080 -2.031 -1.807 0.019 -0.258 0.392
C 2.181 3.862 -1.045 -0.096 0.193 -0.303
C -0.963 2.059 -4.627 0.245 -0.036 -0.220
C 4.215 -1.389 -0.270 -0.060 0.107 -0.023
C -1.037 -4.750 -1.113 -0.005 0.321 0.048
C -0.746 1.862 -3.270 -0.190 0.145 0.184
C -4.838 -1.510 2.085 0.242 -0.099 -0.198
C 1.289 4.756 1.461 0.480 -0.017 -0.001
C 2.229 -0.755 -1.507 0.299 -0.929 0.021
C -0.959 -3.771 -0.115 -0.121 -0.194 -0.025
C -3.457 -2.284 3.934 0.187 -0.081 -0.314
C 4.087 -0.244 0.515 -0.282 0.649 0.188
C -2.420 -1.615 1.838 0.039 0.342 0.229
C 0.708 -0.521 2.919 0.034 -0.254 -0.384
C -1.132 -4.369 -2.456 0.201 0.402 0.141
C -1.143 -3.009 -2.802 -0.050 -0.099 -0.016
C -3.694 -1.365 1.285 -0.036 0.371 0.551
C 0.105 1.924 -5.525 -0.035 0.039 0.488
C 3.272 -1.649 -1.263 -0.432 0.144 -0.567
C 0.536 1.613 -2.740 -1.144 -0.231 -0.138
C 0.986 3.470 1.016 -0.476 -0.019 -0.362
C 1.804 -0.687 3.758 0.094 0.005 0.188
C 1.307 -2.547 1.738 0.002 -0.100 -0.196
C -2.305 -2.097 3.158 -0.250 0.314 -0.083
C 2.109 0.413 -0.729 -0.974 -0.142 0.327
C 3.041 0.648 0.296 0.516 -0.226 0.644
C 1.318 3.064 -0.288 -0.228 0.356 1.050
C 2.645 -1.800 3.616 -0.396 -0.081 -0.355
C 2.387 -2.734 2.604 0.032 0.299 0.176
C 1.377 1.612 -5.026 -0.043 0.011 0.347
C 0.440 -1.461 1.894 0.693 0.683 0.401
C -0.969 -2.411 -0.452 -0.192 0.233 -1.064
C 1.598 1.458 -3.648 0.259 -0.139 -0.274
C 2.181 5.540 0.718 -0.196 -0.282 -0.167
H 0.436 2.798 1.674 0.173 0.381 -0.309
H -0.061 2.063 -6.594 0.135 -0.066 0.322
H 3.369 5.666 -1.092 -0.240 -0.197 0.162
H 2.483 3.524 -2.036 -0.026 0.274 0.201
H 3.357 -2.558 -1.858 -0.034 0.265 0.083
H -3.364 -2.658 4.961 -0.086 0.158 -0.521
H -1.141 -0.966 -2.064 0.104 -0.395 -0.038
H 2.520 6.498 1.115 -0.193 -0.231 -0.247
H -3.799 -1.078 0.227 -0.003 -0.082 0.310
H 2.599 1.203 -3.294 -0.270 0.190 -0.131
H -1.026 -5.807 -0.833 -0.025 0.402 -0.123
H -5.809 -1.241 1.665 0.238 -0.236 0.210
H 4.801 -0.045 1.311 -0.104 -0.001 -0.197
H 1.500 -0.971 -2.290 0.209 0.013 0.259
H 2.211 1.489 -5.719 -0.202 0.052 0.260
H -1.209 -2.706 -3.852 -0.029 -0.170 0.422
H -1.592 1.920 -2.591 0.217 0.116 -0.284
H 1.150 -3.260 0.925 0.113 0.266 0.323
H -0.907 -4.071 0.936 -0.086 0.052 -0.379
H -1.317 -2.309 3.570 -0.347 0.091 -0.067
H 2.008 0.055 4.536 -0.094 -0.303 -0.273
H -1.960 2.323 -4.991 0.374 -0.208 0.157
H 2.942 1.533 0.927 0.080 -0.247 -0.193
H 5.047 -2.073 -0.113 -0.312 0.221 0.015
H 5.535 -3.953 -0.674 -0.170 -0.203 -0.397
H 0.834 5.134 2.383 0.467 -0.267 -0.242
H 5.163 -4.070 -1.318 0.241 -0.002 0.338
H 3.489 -1.941 4.287 -0.174 0.064 -0.132
H -1.180 -5.126 -3.239 -0.031 0.195 0.225
H 3.036 -3.607 2.479 -0.261 0.348 0.053
H -5.609 -2.129 4.005 0.266 0.101 -0.188
H 0.054 0.350 3.042 0.237 -0.227 0.057
```
Forces are in eV/Å.

**Total charge**: +2
**2S+1**: 2
**Relative energy (zero: lowest compared OMol25 entry of this formula, charge and spin)**: 0.0 kJ/mol
**F_max**: 3.5 eV Å⁻¹

=====

Computed, not measured: 14 unconnected molecules or ions with the total composition C4H35N2O15 in a non-equilibrium geometry, with the ωB97M-V functional and the def2-TZVPD basis.

XYZ file:
```
56
Properties=species:S:1:pos:R:3:forces:R:3
O -1.371 3.721 -0.997 -1.898 1.786 0.446
O 4.344 0.192 -1.370 0.680 1.610 -1.194
O -2.577 -2.360 1.081 -1.329 -0.320 0.021
O 4.000 -0.134 1.341 1.985 1.380 -0.689
O 0.643 0.097 -3.889 -1.075 0.164 0.021
O 0.964 -0.889 -1.371 -0.809 0.490 0.037
O 0.157 -1.967 0.361 -0.294 -0.141 0.020
O 1.864 -0.455 3.342 1.627 0.800 1.075
O -0.123 2.145 4.040 -0.910 0.370 -0.484
O 1.756 2.780 -2.223 -0.629 0.261 -0.916
O 2.908 -1.858 -2.517 -0.225 -0.723 -2.392
O -0.478 -1.793 2.785 1.196 -0.974 -1.491
O -2.675 0.141 2.934 0.906 0.059 0.114
O 1.492 -4.154 0.807 -1.826 0.375 0.110
O -2.490 2.527 -3.278 1.116 0.954 -0.056
N 0.190 1.367 -0.013 -1.851 1.291 1.944
N -4.346 0.184 0.172 -0.082 1.709 1.616
C -0.717 0.240 -0.048 0.798 -2.085 0.211
C -1.973 0.146 -0.888 -0.967 1.610 -1.624
C 0.206 -0.943 -0.396 0.145 -0.488 -0.116
C -3.238 0.938 -0.424 -0.259 -0.302 -2.701
H 3.897 -1.054 1.439 -0.709 -1.394 0.472
H 0.810 1.497 -0.752 1.030 -0.815 -1.737
H 1.403 2.561 -3.115 0.468 -0.132 0.964
H 0.341 -0.370 -3.085 0.172 0.519 0.230
H -0.148 2.728 3.254 0.140 -0.528 0.564
H 2.632 -2.362 -1.765 -0.332 -0.205 1.012
H 4.026 -0.595 -1.807 -0.428 -0.507 0.332
H 1.434 -0.381 -4.080 1.002 -0.136 -0.396
H 2.083 -1.928 -3.066 1.276 0.280 0.916
H -2.318 -0.860 -1.030 0.121 -0.876 0.570
H -1.750 0.409 2.754 -0.655 -0.071 0.146
H -1.879 0.448 -1.960 0.782 0.138 0.759
H 2.375 -3.898 0.697 2.247 0.089 -0.090
H -1.615 -2.325 0.992 0.194 -0.352 -0.290
H -2.550 -0.825 2.917 -0.227 0.116 -0.190
H -1.714 2.302 -3.819 -0.464 -0.249 0.042
H -0.277 2.266 -0.012 -0.011 -0.331 0.626
H 1.059 -3.271 0.607 -0.177 -0.846 -0.211
H -4.286 0.441 1.168 -0.372 -0.513 -0.506
H 3.208 0.325 1.563 -1.193 -0.027 0.527
H -1.070 1.985 4.238 0.759 0.045 -0.098
H -0.530 3.652 -1.415 1.122 -1.085 -0.009
H -3.052 1.825 0.172 0.281 0.001 0.624
H 1.067 -0.573 2.852 -1.319 -0.133 -0.219
H -2.107 3.252 -2.718 -0.805 -0.816 -0.254
H 1.716 0.262 3.990 -0.209 -0.507 -0.714
H -1.770 2.962 -0.555 0.734 -0.176 -0.660
H 2.278 2.013 -1.963 0.301 -0.262 -0.140
H 4.458 0.134 -0.426 -0.366 -0.646 0.617
H -0.389 -2.411 3.507 0.132 -0.185 0.366
H -4.287 -0.814 0.188 0.749 -0.505 -0.421
H 0.033 -2.220 1.969 -1.472 1.484 1.824
H -3.566 1.384 -1.414 -0.153 -0.399 1.140
H -2.930 -3.227 0.821 0.705 0.459 0.076
H -1.085 -0.068 0.940 0.376 0.741 0.177
```
Forces are in eV/Å.

**Total charge**: -1
**2S+1**: 1
**Relative energy (zero: lowest compared OMol25 entry of this formula, charge and spin)**: 202.7 kJ/mol
**F_max**: 3.0 eV Å⁻¹

=====

Computed, not measured: 3 unconnected molecules or ions with the total composition C14H32F4Si in a non-equilibrium geometry, with the ωB97M-V functional and the def2-TZVPD basis.

XYZ file:
```
51
Properties=species:S:1:pos:R:3:forces:R:3
Si 3.131 4.723 -4.187 -0.293 0.087 0.115
F 1.432 2.609 -4.508 -0.030 -1.138 0.450
F -0.701 3.872 -4.823 -1.311 -1.013 -0.073
F 1.887 3.626 -6.376 0.242 -0.296 -0.927
F 0.397 5.454 -3.897 0.186 0.596 0.942
C -1.612 -3.960 3.494 0.058 -0.031 -0.021
C 1.818 1.922 -0.426 0.050 -0.012 0.047
C 1.273 3.258 0.077 -0.009 0.024 -0.122
C 0.177 -3.930 0.924 -0.098 -0.055 -0.103
C 1.657 3.805 -5.057 -0.078 1.449 0.630
C 1.101 0.012 1.944 -0.142 0.074 0.032
C -1.303 -3.561 0.964 0.129 0.073 0.027
C -1.750 -2.999 2.313 -0.079 0.022 -0.009
C -3.875 -5.108 3.213 0.072 -0.087 -0.046
C 0.796 0.785 -0.469 -0.059 0.020 -0.035
C -2.364 -5.281 3.340 -0.075 0.040 0.075
C 0.124 0.474 0.867 0.073 -0.123 -0.010
C 0.161 3.823 -0.801 0.025 0.011 0.173
C 0.352 4.638 -4.964 1.252 0.375 -0.641
H 2.852 4.639 -2.743 0.112 -0.039 0.010
H 4.419 4.112 -4.545 -0.023 -0.095 -0.070
H -0.174 4.791 -0.424 -0.016 0.007 -0.050
H 2.220 2.061 -1.435 -0.007 0.018 -0.006
H 2.097 3.976 0.109 0.000 0.000 0.037
H -1.984 -5.833 2.476 0.023 0.013 -0.006
H -0.707 3.163 -0.830 0.000 0.000 -0.021
H 2.667 1.628 0.198 -0.008 -0.017 -0.006
H 1.297 -0.118 -0.832 -0.009 -0.012 0.013
H 1.634 -0.885 1.624 0.046 0.018 0.008
H -4.281 -4.595 4.086 -0.013 0.028 -0.013
H -1.968 -3.452 4.396 -0.010 -0.012 0.007
H -0.433 1.344 1.226 -0.001 0.015 -0.026
H 0.024 1.016 -1.208 0.021 0.010 -0.011
H 0.452 -4.298 -0.066 0.048 0.003 0.015
H -1.166 -2.098 2.531 0.008 0.005 -0.025
H 0.419 -4.713 1.644 0.019 0.014 0.012
H -2.152 -5.903 4.214 0.019 -0.018 -0.019
H -1.905 -4.433 0.695 -0.034 0.011 0.023
H 3.045 6.124 -4.635 0.118 0.003 -0.060
H -0.554 -4.174 3.670 0.002 0.018 -0.008
H 0.275 5.266 -5.844 -0.178 0.079 -0.369
H 1.838 0.781 2.181 0.017 -0.011 -0.005
H 0.799 -3.060 1.143 0.016 -0.013 0.041
H -0.617 -0.315 0.706 -0.026 0.026 0.001
H 0.566 -0.224 2.866 0.057 -0.034 0.021
H -1.496 -2.808 0.195 -0.038 -0.019 -0.010
H -4.142 -4.532 2.326 -0.011 0.012 0.008
H 0.513 3.966 -1.823 -0.036 -0.020 -0.041
H 0.916 3.160 1.106 0.024 -0.027 0.010
H -2.789 -2.668 2.230 0.002 0.001 0.021
H -4.368 -6.078 3.133 -0.032 0.019 0.013
```
Forces are in eV/Å.

**Total charge**: 0
**2S+1**: 1
**E_tot**: -33784.35617 eV
**SMILES**: FC(F)C(F)(F)[SiH3].CCCCCC.CCCCCC
**F_max**: 1.7 eV Å⁻¹

=====

Computed, not measured: 2 unconnected molecules or ions with the total composition C22H29N12O2S in a non-equilibrium geometry, with the ωB97M-V functional and the def2-TZVPD basis.

XYZ file:
```
66
Properties=species:S:1:pos:R:3:forces:R:3
S -0.833 0.082 1.260 -0.203 -0.094 -0.025
O -0.293 3.673 -1.282 0.059 -0.302 0.503
O 3.449 2.742 1.621 -0.152 0.038 0.103
N -5.349 -3.069 5.982 0.512 0.547 -0.017
N -2.603 -1.704 1.921 0.365 0.569 -0.433
N -0.923 0.781 3.884 0.788 -0.094 -2.033
N -3.811 -2.042 4.732 0.276 0.387 0.163
N 1.882 -3.401 -3.020 0.571 -0.137 -1.476
N -2.385 -0.303 5.375 -1.718 -2.467 -0.790
N 1.047 -3.325 -0.953 -0.679 -0.545 1.461
N 0.685 4.667 -2.998 0.504 0.611 -1.088
N -1.567 -1.714 -2.800 -0.176 0.072 0.106
N 2.088 -1.478 -1.784 0.260 0.750 -0.159
N -1.055 1.361 6.038 0.298 1.126 1.161
N 2.223 2.895 -0.217 -1.464 0.234 -1.733
C 4.627 3.471 -0.303 -0.313 0.022 0.125
C 2.827 -0.677 -2.781 0.300 -0.005 0.012
C 1.768 1.573 -2.247 0.348 0.082 -0.198
C -1.450 0.556 5.061 -0.064 0.680 -0.333
C -1.365 -0.007 2.915 0.729 0.831 0.886
C -2.821 -1.107 4.400 -0.199 -0.163 0.625
C -2.282 -2.835 -2.997 0.252 0.297 0.840
C -4.368 -3.053 3.958 -0.601 -0.784 -0.406
C 1.674 -2.725 -1.925 0.237 0.906 0.105
C -1.940 -1.234 0.891 -0.778 -0.696 1.597
C -1.512 -1.198 -1.560 -0.248 -1.076 -0.354
C -2.306 -0.997 3.095 -0.224 -0.721 -1.322
C -2.911 -3.505 -1.948 -0.028 0.149 0.192
C 3.383 3.013 0.434 1.597 -0.047 1.032
C -2.815 -3.002 -0.653 0.053 -0.012 -0.344
C 3.067 0.754 -2.286 -0.737 -0.098 0.125
C 0.709 3.828 -1.959 -0.589 -0.584 0.733
C 1.963 2.987 -1.669 0.203 -0.028 0.519
C -5.304 -3.666 4.734 0.580 0.512 -0.140
C 1.761 4.966 -3.945 -0.064 -0.093 0.421
C -2.089 -1.822 -0.447 0.005 0.169 -0.330
C -4.452 -2.109 5.960 -0.868 -0.841 0.219
H 3.772 1.245 -2.959 0.108 -0.152 0.026
H -0.969 -0.267 -1.434 -0.001 0.054 -0.144
H 3.513 0.707 -1.292 0.153 0.068 0.060
H 0.883 -2.853 -0.082 -0.173 -0.108 0.122
H 4.871 2.777 -1.102 0.118 0.047 -0.238
H -5.924 -4.502 4.420 0.077 0.260 0.363
H 0.712 -4.263 -1.074 -0.128 -0.022 0.204
H -0.657 2.217 5.678 0.086 0.023 0.472
H -1.740 1.416 6.778 0.374 0.256 0.179
H 2.130 4.048 -4.407 0.049 0.088 -0.081
H -3.482 -4.406 -2.150 0.065 0.121 0.052
H -2.363 -3.236 -4.003 0.174 0.245 -0.009
H 1.563 -4.347 -3.111 0.019 -0.059 -0.197
H -0.192 5.155 -3.118 0.029 -0.129 0.104
H 1.425 2.728 0.383 -0.087 -0.013 -0.162
H 1.390 1.657 -3.268 -0.159 -0.044 -0.060
H 4.457 4.467 -0.706 0.093 0.061 -0.230
H 5.456 3.514 0.404 -0.202 -0.072 -0.052
H -4.128 -3.318 2.935 0.313 0.570 0.386
H 1.920 -1.041 -0.893 -0.046 0.087 0.102
H 3.798 -1.143 -2.963 -0.036 -0.114 -0.024
H 2.803 3.464 -2.168 0.278 -0.067 0.176
H 2.343 -2.945 -3.786 -0.009 -0.239 -0.256
H 1.016 1.054 -1.652 -0.170 0.124 0.015
H 2.274 -0.640 -3.722 -0.135 -0.106 0.031
H 1.386 5.623 -4.733 -0.014 -0.162 0.193
H -3.310 -3.512 0.173 0.205 0.221 -0.107
H 2.580 5.477 -3.434 0.067 -0.002 -0.163
H -4.245 -1.453 6.802 0.118 -0.131 -0.514
```
Forces are in eV/Å.

**Total charge**: +1
**2S+1**: 1
**E_tot**: -56092.90413 eV
**F_max**: 3.1 eV Å⁻¹